18
Properties=species:S:1:pos:R:3 method="wB97M-V/def2-TZVPD" e_tot_ev=-14328.1599 largest_force_ev_per_a=3.95 de_lowest_kj_mol=476.8 gap_ev=10.072 homo_ev=-9.43 smiles="[H]/N=C(/N)N(C1CC1)[N+](=O)[O-]"
O 1.963 -1.893 0.471
O 2.982 0.056 0.199
N 2.053 -0.721 0.273
N 1.131 2.037 -0.958
N -0.154 1.948 0.928
N 0.754 -0.088 0.209
C 0.634 1.335 -0.030
C -1.014 -1.688 -0.694
C -0.449 -0.901 0.430
C -1.721 -0.441 -0.211
H -2.581 -0.427 0.422
H 1.768 1.538 -1.523
H -0.349 -1.321 1.404
H -1.647 0.376 -1.008
H -0.640 -1.451 -1.642
H -0.496 2.924 0.764
H -1.367 -2.658 -0.578
H -0.870 1.371 1.544

28
Properties=species:S:1:pos:R:3 method="wB97M-V/def2-TZVPD" e_tot_ev=-14618.5107 largest_force_ev_per_a=4.39 de_lowest_kj_mol=504.5 charge=+1 gap_ev="5.811 / 5.809" homo_ev="-12.15 / -12.15"
N 0.883 -0.371 1.189
N -0.442 -1.385 2.685
C -2.173 1.247 -0.930
C 0.839 1.900 0.524
C -0.819 0.803 -1.068
C 1.703 0.746 0.773
C 0.588 -2.360 2.404
C -2.551 -0.014 -2.852
C 1.625 -1.545 1.532
C -0.310 0.053 -2.098
C -0.232 -0.330 2.049
C -3.059 0.758 -1.861
C -1.244 -0.440 -3.010
H 0.768 -0.174 -2.279
H 1.989 -2.134 0.753
H -0.842 0.494 2.207
H -3.407 -0.367 -3.534
H -0.859 -0.861 -3.900
H 2.558 -1.326 2.056
H -2.623 1.900 -0.074
H 0.228 -3.233 1.854
H 0.394 2.070 1.504
H 0.034 1.490 -0.180
H 2.301 1.201 1.558
H 2.303 0.430 -0.051
H 1.034 -2.856 3.341
H -4.120 0.925 -1.986
H 1.297 2.729 0.100